Entry 1:
A cluster of 2 separate species, C9H15N2O3S2 in total at a distorted geometry. Source: the OMol25 dataset; level of theory: ωB97M-V/def2-TZVPD.

CARTESIAN COORDINATES (ANGSTROEM)
O: 3.149 0.280 -0.212
S: 2.032 0.345 0.725
O: 2.396 0.866 1.997
O: 1.551 -1.164 0.932
C: 0.281 -1.551 0.323
C: -0.012 -0.798 -0.948
C: -0.478 0.623 -0.658
C: -1.829 0.713 0.047
C: -2.229 1.954 0.542
C: -3.455 2.033 1.182
C: -4.213 0.871 1.292
N: -3.862 -0.305 0.801
C: -2.680 -0.374 0.184
C: 0.647 1.373 0.126
S: 1.412 2.683 -0.882
H: 0.334 -2.619 0.139
H: -0.486 -1.413 1.076
H: -0.773 -1.320 -1.516
H: 0.866 -0.784 -1.595
H: -0.564 1.130 -1.612
H: -1.611 2.830 0.421
H: -3.810 2.962 1.591
H: -5.159 0.921 1.809
H: -2.428 -1.341 -0.214
H: 0.304 1.889 1.013
H: 2.190 1.923 -1.661
N: 3.686 -2.349 -0.983
H: 4.612 -2.403 -1.408
H: 3.649 -2.958 -0.165
H: 3.496 -1.367 -0.684
H: 2.985 -2.646 -1.661

Results
* highest occupied orbital energy: -12.4 eV
* F_max: 2.08 eV Å⁻¹
* charge: +1
* gap between HOMO and LUMO: 8.69 eV
* E_tot: -1483.28280 Eh
* LUMO energy: -0.1376 Eh

Atom charges from the Mulliken analysis, given in e for atoms 1 to 4: -0.905 1.531 -0.679 -0.452

Entry 2:
A cluster of 6 separate species, C14H43N5O8 in total at a distorted geometry. Source: the OMol25 dataset; level of theory: ωB97M-V/def2-TZVPD.

CARTESIAN COORDINATES (ANGSTROEM)
N: -6.682 10.435 -17.692
H: -7.031 10.998 -16.929
H: -7.288 10.319 -18.491
H: -6.507 9.652 -17.078
H: -5.885 10.951 -18.036
N: -4.403 12.817 -19.232
O: -4.627 11.848 -18.516
O: -5.183 13.733 -19.195
O: -3.383 12.769 -19.849
C: -4.681 12.187 -14.007
C: -4.163 10.838 -13.354
O: -5.287 10.000 -13.120
O: -5.333 12.859 -12.958
H: -5.399 12.025 -14.811
H: -3.829 12.694 -14.459
H: -3.570 11.130 -12.487
H: -3.477 10.330 -14.032
H: -4.979 9.248 -12.608
H: -6.165 12.404 -12.805
C: -10.684 10.844 -19.777
C: -9.245 10.365 -19.326
C: -9.027 8.885 -19.688
O: -8.147 8.201 -18.895
C: -7.916 6.850 -19.252
N: -8.243 11.380 -19.838
H: -10.945 11.845 -19.433
H: -11.443 10.137 -19.442
H: -10.745 10.715 -20.858
H: -9.439 10.137 -18.278
H: -8.684 8.881 -20.722
H: -9.947 8.314 -19.564
H: -7.379 6.233 -18.531
H: -7.309 6.873 -20.157
H: -8.815 6.246 -19.377
H: -8.578 12.332 -19.798
H: -8.126 11.382 -20.841
C: -4.308 7.987 -17.182
C: -5.487 7.452 -16.379
C: -5.135 6.507 -15.323
O: -4.391 5.411 -15.862
C: -5.203 4.259 -16.241
N: -6.054 8.661 -15.796
H: -4.523 8.816 -17.856
H: -3.915 7.159 -17.772
H: -3.588 8.419 -16.486
H: -6.119 7.183 -17.226
H: -5.998 6.148 -14.763
H: -4.480 6.959 -14.577
H: -4.564 3.451 -16.600
H: -5.960 4.423 -17.008
H: -5.744 3.975 -15.338
H: -6.910 8.292 -15.408
H: -5.598 8.921 -14.933
C: -10.904 12.840 -13.258
C: -10.042 12.808 -14.509
C: -8.597 12.237 -14.307
O: -7.836 12.049 -15.618
C: -7.702 13.211 -16.396
N: -10.671 12.149 -15.628
H: -11.086 11.809 -12.954
H: -11.821 13.409 -13.417
H: -10.330 13.391 -12.513
H: -10.048 13.867 -14.768
H: -8.720 11.339 -13.702
H: -8.061 12.993 -13.734
H: -7.231 13.096 -17.372
H: -7.126 14.012 -15.932
H: -8.650 13.698 -16.625
H: -10.904 11.230 -15.281
H: -9.930 12.012 -16.301

Results
* highest occupied orbital energy: -7.5 eV
* F_max: 4.39 eV Å⁻¹
* charge: 0
* gap between HOMO and LUMO: 7.57 eV
* E_tot: -1434.60239 Eh
* LUMO energy: 0.0031 Eh

Atom charges from the Mulliken analysis, given in e for atoms 1 to 4: 0.620 0.193 0.292 0.470

Entry 3:
A structure of composition C13H23BBeNO3P at a distorted geometry. Source: the OMol25 dataset; level of theory: ωB97M-V/def2-TZVPD.

CARTESIAN COORDINATES (ANGSTROEM)
C: -2.021 2.655 -0.596
C: -2.951 1.593 0.096
O: -2.651 1.357 1.500
B: -2.044 0.125 1.723
C: -0.596 0.122 2.455
C: 0.477 0.152 1.295
C: 1.975 0.354 1.786
N: 2.630 1.352 0.874
C: 3.472 0.697 -0.169
C: 2.666 -0.141 -1.192
C: 1.431 0.350 -1.835
C: 0.641 -0.443 -2.767
C: 1.055 -1.838 -3.104
C: 2.273 -2.329 -2.503
C: 3.091 -1.530 -1.552
O: 4.230 -2.091 -0.982
P: -2.769 -1.607 1.190
C: -4.634 -1.637 1.197
O: -2.352 -1.870 -0.429
H: -2.383 3.707 -0.450
H: -0.944 2.611 -0.287
H: -2.042 2.464 -1.708
H: -2.953 0.667 -0.542
H: -3.997 2.018 0.063
H: -0.505 1.002 3.153
H: -0.563 -0.863 3.015
H: 0.231 1.045 0.651
H: 0.454 -0.774 0.658
H: 2.503 -0.637 1.697
H: 1.987 0.676 2.875
H: 3.234 1.909 1.505
H: 3.971 1.526 -0.753
H: 4.263 0.095 0.355
H: 1.100 1.389 -1.569
H: -0.287 0.008 -3.187
H: 0.416 -2.429 -3.803
H: 2.610 -3.365 -2.725
H: 4.978 -1.786 -1.541
H: -4.979 -1.204 2.172
H: -4.935 -2.727 1.178
H: -5.082 -1.105 0.307
H: -3.086 -2.345 -0.879
Be: 2.086 2.846 2.829

Results
* highest occupied orbital energy: -14.0 eV
* F_max: 4.43 eV Å⁻¹
* charge: +2
* gap between HOMO and LUMO: 2.32 eV
* E_tot: -1169.70547 Eh
* LUMO energy: -0.4280 Eh

Atom charges from the Mulliken analysis, given in e for atoms 1 to 4: -0.934 -0.123 -0.519 0.801

Entry 4:
A structure of composition C27H25N4O7P4V. Source: the OMol25 dataset; level of theory: ωB97M-V/def2-TZVPD.

CARTESIAN COORDINATES (ANGSTROEM)
V: -1.295 1.058 -0.770
O: -5.127 1.362 0.646
P: -3.898 1.260 -0.306
O: -3.416 2.505 -0.921
O: -2.671 0.602 0.428
O: -4.364 0.150 -1.386
P: -3.212 -0.677 -2.192
O: -3.825 -0.865 -3.620
O: -2.044 0.366 -2.298
O: -2.835 -1.934 -1.548
H: -5.512 0.533 0.961
H: -4.339 -0.123 -3.968
C: 0.757 -1.030 2.447
N: 0.643 -0.653 1.030
P: 0.830 0.894 0.417
C: 2.391 1.022 -0.451
C: 2.447 1.354 -1.801
C: 3.671 1.347 -2.454
C: 4.825 1.011 -1.763
C: 4.769 0.679 -0.414
C: 3.553 0.680 0.244
C: 0.729 2.127 1.707
C: -0.383 2.097 2.554
C: -0.569 3.114 3.474
C: 0.345 4.159 3.543
C: 1.444 4.192 2.697
C: 1.640 3.179 1.771
P: -0.493 -1.275 -0.129
C: 0.586 -2.017 -1.384
C: 0.093 -2.366 -2.642
C: 0.948 -2.891 -3.597
C: 2.293 -3.077 -3.309
C: 2.785 -2.744 -2.055
C: 1.938 -2.213 -1.097
C: -1.280 -2.592 0.819
C: -2.590 -2.523 1.281
C: -3.091 -3.549 2.066
C: -2.296 -4.642 2.378
C: -0.993 -4.717 1.908
C: -0.482 -3.693 1.127
H: 1.384 -0.297 2.953
H: 1.222 -2.009 2.545
H: -0.218 -1.055 2.933
H: 1.543 1.614 -2.337
H: 3.722 1.601 -3.504
H: 5.777 1.007 -2.277
H: 5.673 0.420 0.121
H: 3.502 0.411 1.294
H: -1.102 1.287 2.491
H: -1.427 3.097 4.132
H: 0.193 4.956 4.259
H: 2.145 5.013 2.754
H: 2.488 3.208 1.099
H: -0.958 -2.257 -2.863
H: 0.560 -3.162 -4.570
H: 2.956 -3.486 -4.059
H: 3.832 -2.894 -1.824
H: 2.333 -1.939 -0.128
H: -3.206 -1.679 1.017
H: -4.111 -3.505 2.424
H: -2.697 -5.446 2.981
H: -0.377 -5.576 2.138
H: 0.527 -3.764 0.737
N: -0.441 2.708 -1.172
C: -0.617 3.887 -1.052
N: -0.617 5.106 -0.877
C: -1.616 5.937 -1.194
N: -2.444 6.705 -1.415

Results
* spin multiplicity: 2
* highest occupied orbital energy (spin up / spin down): -12.1 / -12.0 eV
* F_max: 0.69 eV Å⁻¹
* charge: +1
* gap between HOMO and LUMO (spin up / spin down): 7.37 / 8.10 eV
* E_tot: -4099.12266 Eh
* LUMO energy (spin up / spin down): -0.1721 / -0.1441 Eh

Atom charges from the Mulliken analysis, given in e for atoms 1 to 4: 0.033 -0.556 0.936 -0.599

Entry 5:
A cluster of 2 separate species, C6H13NO in total at a distorted geometry. Source: the OMol25 dataset; level of theory: ωB97M-V/def2-TZVPD.

CARTESIAN COORDINATES (ANGSTROEM)
C: -0.806 1.369 -2.938
C: -0.978 0.709 -1.616
C: -0.336 -0.336 -1.123
N: -0.673 -1.090 -0.005
C: 0.339 -1.800 0.738
C: -0.069 -0.326 2.706
C: 0.466 -1.429 2.200
H: -0.898 2.453 -2.914
H: 0.173 1.148 -3.376
H: -1.535 0.976 -3.650
H: -1.812 1.137 -1.057
H: 0.636 -0.683 -1.469
H: -1.396 -0.745 0.611
H: 1.327 -1.593 0.309
H: 0.194 -2.872 0.654
H: -0.554 0.454 2.124
H: 0.004 -0.019 3.744
H: 0.773 -2.200 2.897
H: 1.080 1.299 0.404
H: 1.881 2.292 -0.560
O: 1.609 2.078 0.334

Results
* SMILES: C=CCN/C=C/C.O
* highest occupied orbital energy: -7.9 eV
* F_max: 1.77 eV Å⁻¹
* charge: 0
* gap between HOMO and LUMO: 8.91 eV
* E_tot: -366.34128 Eh
* LUMO energy: 0.0368 Eh

Atom charges from the Mulliken analysis, given in e for atoms 1 to 4: -1.294 -0.020 -0.260 -0.264